Record 1
# C46H31N8O10Sn

A structure of composition C46H31N8O10Sn (ωB97M-V/def2-TZVPD, the OMol25 dataset).

Cartesian coordinates (Å):
C 3.387 -2.351 3.425
N -1.346 2.456 1.514
O 2.530 1.212 -0.865
C 2.891 1.826 -1.849
H -5.999 1.336 -1.721
C 1.398 -0.978 3.403
C -0.505 -3.182 -2.254
C -4.512 1.812 -0.242
N 3.237 5.575 -4.934
C 1.213 3.932 3.673
C -2.631 -2.886 -5.976
N 1.340 2.182 2.068
C -2.524 -5.547 -0.115
H 0.586 4.663 4.159
H -4.283 0.585 -3.374
O 2.780 6.625 -5.374
C -1.320 -3.087 -3.524
C -1.953 -1.795 -5.458
C 2.637 2.084 2.307
O -2.399 -0.235 2.045
H -0.740 -1.058 -3.861
O -1.156 -0.499 2.420
O -1.659 -1.485 -0.895
O 4.300 5.104 -5.325
C -2.003 -4.176 -4.050
C -0.866 -4.334 -1.365
H 1.944 -0.103 7.153
H 3.163 1.355 1.708
H -1.837 -7.310 0.897
C -2.691 2.377 1.361
C 1.298 5.427 -3.468
C -0.635 -1.850 -1.435
N -2.255 1.400 -0.844
C 2.624 -1.248 5.509
N 1.336 -1.055 2.065
H 3.031 4.424 4.702
C 0.685 0.202 5.435
H 4.198 -2.830 3.958
H -2.914 -3.741 -1.201
C -2.178 -4.480 -0.923
H 0.953 6.364 -3.881
H -1.957 2.303 5.764
C 2.515 4.887 -3.943
C 0.418 -0.225 4.118
H 4.358 2.770 3.390
C -1.567 -6.473 0.268
C -0.815 3.355 2.351
H 0.089 1.544 7.018
C -3.996 0.938 -2.395
H 3.932 3.308 -3.782
H -2.535 1.187 3.621
H 0.498 -7.032 0.148
Sn 0.006 0.866 0.092
C -4.945 1.357 -1.474
C 1.021 3.507 -1.968
H -3.138 -2.810 -6.928
C 0.095 -5.248 -0.951
O 0.288 2.912 -1.147
C 2.990 3.693 -3.415
C -0.156 1.151 6.042
H -1.888 0.632 -2.698
H 3.421 -1.728 6.057
C -2.653 -4.076 -5.269
H 3.910 -3.103 1.492
C -1.292 -1.900 -4.249
O 2.624 -1.635 -2.322
H 1.324 -3.669 -3.289
C 2.558 3.801 3.955
H -2.020 -5.111 -3.510
C 2.296 3.008 -2.428
C 2.243 -1.741 1.420
C 0.589 4.764 -2.523
C -1.617 0.984 4.158
C -0.256 -6.316 -0.147
C -1.287 1.561 5.365
H 1.121 -5.115 -1.259
C -3.147 1.828 0.036
H -1.928 -0.863 -6.006
N -0.786 0.122 3.558
N 0.526 -1.209 -1.451
C 3.295 2.869 3.239
O -3.522 2.676 2.205
C 1.461 -1.924 -2.135
H 3.813 1.499 -2.370
H -3.547 -5.663 0.215
H 2.192 -1.696 0.341
C 2.480 -1.542 4.130
H -0.346 5.150 -2.147
C -2.664 0.967 -2.022
N 0.900 -3.115 -2.563
O -1.340 4.364 2.803
C 3.245 -2.482 2.068
H -5.197 2.156 0.517
H -3.170 -4.935 -5.675
C 0.639 3.111 2.702
C 1.798 -0.365 6.117

E in Eh: -3176.2639
Highest occupied orbital energy in eV: -4.976
Charge: -1
Lowest unoccupied orbital energy in eV: 1.354
Multiplicity: 1
Kohn-Sham gap in eV: 6.330

Mulliken atomic charge list, values in e, 8 entries: -0.89, 0.40, -0.44, -0.51, 0.42, 0.09, 3.17, -0.84

Record 2
# C26H43F3O2P2Pd

A structure of composition C26H43F3O2P2Pd (ωB97M-V/def2-TZVPD, the OMol25 dataset).

Cartesian coordinates (Å):
H -2.469 -0.869 -1.772
C -0.883 1.519 -0.819
C 1.130 0.136 4.775
H 3.393 1.939 -1.104
H -2.679 -1.174 3.761
C -1.504 2.768 2.414
H 0.650 2.569 -3.656
C -0.755 1.404 -4.858
H 1.317 2.076 -5.172
C 1.648 -1.631 2.954
H 0.985 2.542 -1.391
H -1.052 -1.878 -1.277
C 3.233 0.951 -0.664
C -1.759 -0.743 4.168
H 0.637 -3.775 0.446
H -2.303 0.759 -3.439
C -1.693 -2.985 1.930
C 0.777 -0.887 3.780
H -3.129 1.576 0.873
H 3.249 0.192 -1.456
H 1.995 0.827 -2.832
H -2.423 -1.543 -3.973
H -2.100 -3.743 2.623
H 0.621 1.090 4.569
H -1.823 0.341 4.050
H -1.766 -0.951 5.246
P 1.661 0.869 0.289
P -1.391 0.056 0.248
C -0.559 -1.294 3.514
H 1.326 2.065 2.332
C 0.837 -2.475 2.130
H 3.536 -2.064 2.076
C 1.279 0.585 -3.597
C -1.508 0.370 -4.069
O -0.745 1.762 2.511
H 1.558 -4.457 1.789
H 0.993 -0.508 -6.216
H -1.635 2.294 -0.646
C -0.642 -1.701 -5.373
H -0.620 -2.768 -5.072
C 1.421 -0.739 -4.115
H 4.063 0.724 0.021
H -2.503 -2.278 1.696
H 3.547 -2.111 3.843
F -2.874 4.099 3.930
H -0.899 1.273 -1.907
C -3.121 0.513 0.581
C 0.505 2.107 -0.493
H -1.420 -3.513 1.008
F -0.850 4.848 3.444
C -1.591 3.717 3.672
H 2.258 -3.239 0.719
F -1.094 3.123 4.802
C 0.861 -1.236 -5.408
H -1.321 2.351 -4.782
C 0.673 1.721 -4.353
Pd -0.190 -0.671 -2.869
H -0.708 1.098 -5.917
O -2.215 3.150 1.460
H 2.264 -1.268 -3.670
H 3.487 -0.561 2.994
H -3.737 0.327 -0.309
C 2.212 1.845 1.718
H -1.115 -1.639 -6.366
C -0.525 -2.281 2.492
H 2.206 0.335 4.800
C -1.529 -1.029 -4.346
H 0.373 2.919 0.240
H 2.926 1.236 2.289
H -2.564 -2.026 -0.425
H 2.687 2.767 1.357
C -1.922 -1.288 -0.919
H 1.450 -2.125 -5.708
H 0.839 -0.154 5.797
C 1.344 -3.535 1.243
H -3.448 -0.111 1.422
C 3.124 -1.590 2.968

E in Eh: -2276.4116
Highest occupied orbital energy (alpha / beta) in eV: -14.273 / -14.232
Charge: +2
⟨S²⟩: 6.01
Lowest unoccupied orbital energy (alpha / beta) in eV: -6.329 / -9.133
Multiplicity: 5
Kohn-Sham gap (alpha / beta) in eV: 7.944 / 5.099

Mulliken atomic charge list, values in e, 8 entries: 0.48, 0.32, -1.44, 0.51, 0.41, 0.16, 0.28, -0.82

Record 3
# C23H26FN3O4S

An isolated molecule of C23H26FN3O4S (ωB97M-V/def2-TZVPD, the OMol25 dataset).

Cartesian coordinates (Å):
C -1.868 -0.149 -3.624
C -0.816 3.557 3.793
C 1.491 -1.266 1.653
O 1.796 2.685 3.000
C 1.523 -3.271 -4.724
H 1.412 -0.554 4.219
H -1.469 -0.605 -4.526
H -1.640 0.915 -3.647
C -0.755 -2.718 0.908
C 0.368 -2.675 0.103
C 0.860 2.148 0.598
H -0.435 -2.748 -3.826
H -1.219 1.844 1.022
N -0.120 0.749 3.762
H -2.948 -0.278 -3.617
H -0.241 -1.161 4.525
H -1.604 -2.040 2.752
C 0.395 -0.607 3.828
C 0.527 -2.336 -4.089
H 2.362 -0.698 1.944
H -1.504 -1.845 -2.334
H -0.755 4.537 1.946
C 1.945 1.824 -0.193
C 0.387 -1.312 2.494
H 2.662 0.645 -1.842
H -2.570 0.603 -1.302
H -1.229 4.501 4.158
C -0.387 1.580 0.391
N 0.200 -0.611 -2.389
O -2.268 0.115 3.976
C -0.521 0.682 -0.642
H 0.555 1.478 3.566
H -1.614 -3.297 0.603
H -2.053 -0.773 -0.325
C 1.085 -1.277 -3.204
H 1.237 -4.304 -4.839
C 0.575 0.333 -1.441
H 0.103 -2.534 -6.269
H -2.312 2.567 4.968
C -1.735 -0.067 -1.094
F 0.353 -3.358 -1.067
H 1.450 -1.386 -5.870
O 1.736 4.505 1.341
C -1.258 -0.781 -2.374
N -0.424 3.704 2.402
H -2.675 2.604 3.253
H 0.079 3.338 4.380
C 0.861 -2.235 -5.560
C -1.868 2.461 3.975
H 2.889 2.307 0.004
H 2.558 -3.114 -4.461
C -0.739 -2.029 2.107
S 1.125 3.335 1.899
C 1.492 -1.950 0.450
H 2.344 -1.933 -0.211
O 2.269 -1.007 -3.206
C -1.434 0.998 3.883
C 1.820 0.908 -1.225

SMILES string: C[C@@H]1Cc2cc(S(=O)(=O)NCCC(=O)NCc3ccc(F)cc3)ccc2N1C(=O)C1CC1
E in Eh: -1855.3580
Highest occupied orbital energy in eV: -8.505
Lowest unoccupied orbital energy in eV: 0.494
Multiplicity: 1
Kohn-Sham gap in eV: 8.998

Mulliken atomic charge list, values in e, 8 entries: -1.54, -0.93, -0.47, -0.74, -0.62, 0.54, 0.35, 0.37

Record 4
# C30H36NO4P2SbSeTl

A structure of composition C30H36NO4P2SbSeTl (ωB97M-V/def2-TZVPD, the OMol25 dataset).

Cartesian coordinates (Å):
C 4.088 -0.905 -1.326
H -1.113 4.348 5.461
H 4.142 -0.025 -0.694
P 1.362 -0.682 -0.852
C -2.731 -1.280 -2.813
C -3.634 -1.571 -0.206
P -0.850 0.714 -2.086
H 2.529 2.776 4.143
H -0.359 2.927 6.175
O -3.148 2.416 -0.908
H 6.074 -2.995 -3.100
H -4.096 -2.857 -3.306
O -1.461 1.873 1.097
H -0.395 0.753 -7.071
C -0.411 3.532 5.268
C -0.851 2.721 4.057
Se -2.526 3.019 0.476
N 0.469 -0.419 -2.314
C 2.784 -2.609 -2.401
H 1.893 3.288 2.586
C 2.847 -1.478 -1.587
H -1.729 -4.606 -0.806
H -0.364 -1.028 5.671
C -4.139 -2.382 -1.210
H 3.877 -4.028 -3.574
H -0.905 0.510 6.321
H -2.298 0.056 0.269
C 0.014 -3.417 1.842
C -2.292 2.850 -5.208
O -3.630 3.458 1.564
H -3.993 -1.673 0.810
H -2.967 3.690 -5.310
Sb 0.474 1.138 3.441
C 5.247 -1.448 -1.865
H 3.662 0.801 3.014
C 1.087 0.578 5.454
H 6.207 -0.994 -1.652
C 3.344 1.683 2.451
C 5.172 -2.569 -2.677
C -2.677 -0.607 -0.501
H -2.470 2.779 -3.057
C 2.210 2.415 3.163
C -3.692 -2.233 -2.518
C 0.666 -2.364 1.216
H 1.825 -3.073 -2.597
H -0.564 -2.729 -1.910
C 3.937 -3.149 -2.945
H 1.292 -1.692 1.795
H 1.961 -0.072 5.358
C -1.709 2.282 -6.335
C -1.148 1.261 -3.802
H 3.026 1.338 1.464
C -2.010 2.352 -3.945
H 0.081 -0.168 -4.847
C -1.037 -3.993 -0.241
H -4.892 -3.127 -0.978
H 0.575 3.980 5.116
H 0.276 -0.450 7.209
C -0.838 -4.233 1.113
H -1.926 2.681 -7.318
Tl 0.437 2.794 -0.156
C -0.374 -2.949 -0.867
H 1.062 -0.246 -3.115
H -1.837 2.277 4.201
H -0.955 3.352 3.175
H 4.223 2.320 2.315
H 1.409 1.476 5.986
C -0.574 0.691 -4.935
C -2.214 -0.470 -1.805
C 0.494 -2.136 -0.146
O -1.459 4.249 0.090
H -2.381 -1.165 -3.833
C -0.850 1.203 -6.197
H 0.149 -3.582 2.903
C -0.031 -0.136 6.208
H -1.368 -5.041 1.603

E in Eh: -5017.3642
Highest occupied orbital energy in eV: -5.200
Charge: -1
Lowest unoccupied orbital energy in eV: 2.310
Multiplicity: 1
Kohn-Sham gap in eV: 7.510

Mulliken atomic charge list, values in e, 8 entries: -0.27, 0.42, 0.30, 0.38, -0.59, -0.93, 0.38, 0.50

Record 5
# C25H41IrN4O2SSi4

A structure of composition C25H41IrN4O2SSi4 (ωB97M-V/def2-TZVPD, the OMol25 dataset).

Cartesian coordinates (Å):
C 5.523 -1.591 -1.816
C -5.147 -2.100 0.966
C 2.703 -3.142 1.930
O -0.554 0.015 -2.799
C 0.392 2.927 -4.694
H -0.952 -1.464 -5.849
C -2.453 -1.615 0.297
H -4.690 -4.173 0.623
H 2.497 -0.324 1.125
C -3.314 -0.573 0.657
C -2.989 -2.912 0.280
C 3.724 0.529 -3.146
N 0.053 0.929 0.302
Si 1.005 -3.317 0.990
C -0.139 0.798 2.644
H -3.595 -3.654 -2.395
C 0.287 2.140 -1.943
H 3.466 -2.732 1.275
H -0.938 -4.766 1.778
C -4.637 -0.795 0.974
H 3.559 -2.998 -3.771
H -0.034 -3.971 -4.754
C 0.643 3.458 -2.372
H -2.370 -0.600 -5.288
H 2.620 -2.491 2.796
C 1.438 -4.771 -0.235
H 0.510 2.867 -0.018
C -1.931 -1.589 -5.395
H 2.842 0.637 -3.771
Ir -0.330 -1.369 0.263
H 0.055 1.102 4.634
H 3.736 1.379 -2.469
H 0.095 2.505 3.688
C 3.167 -0.097 0.296
H 6.066 -1.847 -2.720
C 0.034 1.638 -4.326
C -4.301 -3.162 0.617
H 0.436 3.210 -5.735
H -0.209 0.899 -5.075
H 4.597 0.611 -3.786
H -0.639 -4.731 -3.300
S -0.293 -0.909 2.883
H -2.356 -3.745 -0.008
H 6.067 -0.781 -1.335
H 2.029 -2.140 -3.719
C -6.486 -2.336 1.304
N 0.036 1.434 1.547
O 2.873 -0.975 -0.757
H 0.428 -4.977 2.857
C -0.931 -4.153 -4.170
H -2.545 -2.147 -6.099
Si 3.690 -1.111 -2.161
Si -1.776 -2.489 -3.687
H 3.011 0.937 -0.019
H 5.570 -2.456 -1.157
H -1.591 -4.772 -4.770
C 2.846 -2.515 -3.113
H 3.055 -4.112 2.275
C -0.058 1.249 -3.002
H -4.081 -2.015 -2.746
H 2.435 -3.260 -2.443
H 2.396 -4.601 -0.714
C 0.295 1.943 -0.559
H -0.576 -3.545 2.978
N -7.590 -2.526 1.581
H 0.911 4.871 -3.931
H -5.288 0.030 1.238
C 0.672 3.846 -3.684
N -0.265 1.569 3.798
H 1.511 -5.702 0.319
H 0.691 -4.907 -1.009
H 4.201 -0.215 0.629
C -0.129 -4.244 2.279
H 0.886 4.182 -1.604
H -2.947 0.447 0.680
H -4.191 -3.244 -3.995
Si -0.340 -1.437 -2.090
C -3.588 -2.889 -3.164

E in Eh: -3007.3566
Highest occupied orbital energy (alpha / beta) in eV: -3.265 / -4.134
Charge: -1
⟨S²⟩: 0.80
Lowest unoccupied orbital energy (alpha / beta) in eV: 1.673 / 1.817
Multiplicity: 2
Kohn-Sham gap (alpha / beta) in eV: 4.938 / 5.951

Mulliken atomic charge list, values in e, 8 entries: -1.34, 0.53, -1.11, -0.43, -0.63, 0.32, 0.07, 0.42

Record 6
# C6H8O2

An isolated molecule of C6H8O2 (ωB97M-V/def2-TZVPD, the OMol25 dataset).

Cartesian coordinates (Å):
H 0.837 0.163 1.440
H -2.754 0.740 1.773
C 1.212 0.815 0.571
O -0.205 -1.658 -1.654
H 0.323 -1.857 0.328
C 0.379 -1.099 -0.472
C -0.690 -0.362 -1.006
C 1.661 -0.238 -0.355
H -2.941 -0.525 0.355
H -0.104 0.567 -1.384
C -2.328 0.118 0.959
H 2.807 -0.505 -0.506
H 1.634 0.306 -1.302
H 1.651 1.779 0.867
C -1.297 0.303 0.205
O -0.184 1.454 0.181

SMILES string: C=C1OCC[C@@H]2O[C@@H]12
E in Eh: -383.6296
Highest occupied orbital energy in eV: -9.775
Lowest unoccupied orbital energy in eV: 0.971
Multiplicity: 1
Kohn-Sham gap in eV: 10.746

Mulliken atomic charge list, values in e, 8 entries: 0.27, 0.31, -0.31, -0.45, 0.40, 0.09, -0.28, -0.67

Please write out number 4 again, unchanged.
# C30H36NO4P2SbSeTl

A structure of composition C30H36NO4P2SbSeTl (ωB97M-V/def2-TZVPD, the OMol25 dataset).

Cartesian coordinates (Å):
C 4.088 -0.905 -1.326
H -1.113 4.348 5.461
H 4.142 -0.025 -0.694
P 1.362 -0.682 -0.852
C -2.731 -1.280 -2.813
C -3.634 -1.571 -0.206
P -0.850 0.714 -2.086
H 2.529 2.776 4.143
H -0.359 2.927 6.175
O -3.148 2.416 -0.908
H 6.074 -2.995 -3.100
H -4.096 -2.857 -3.306
O -1.461 1.873 1.097
H -0.395 0.753 -7.071
C -0.411 3.532 5.268
C -0.851 2.721 4.057
Se -2.526 3.019 0.476
N 0.469 -0.419 -2.314
C 2.784 -2.609 -2.401
H 1.893 3.288 2.586
C 2.847 -1.478 -1.587
H -1.729 -4.606 -0.806
H -0.364 -1.028 5.671
C -4.139 -2.382 -1.210
H 3.877 -4.028 -3.574
H -0.905 0.510 6.321
H -2.298 0.056 0.269
C 0.014 -3.417 1.842
C -2.292 2.850 -5.208
O -3.630 3.458 1.564
H -3.993 -1.673 0.810
H -2.967 3.690 -5.310
Sb 0.474 1.138 3.441
C 5.247 -1.448 -1.865
H 3.662 0.801 3.014
C 1.087 0.578 5.454
H 6.207 -0.994 -1.652
C 3.344 1.683 2.451
C 5.172 -2.569 -2.677
C -2.677 -0.607 -0.501
H -2.470 2.779 -3.057
C 2.210 2.415 3.163
C -3.692 -2.233 -2.518
C 0.666 -2.364 1.216
H 1.825 -3.073 -2.597
H -0.564 -2.729 -1.910
C 3.937 -3.149 -2.945
H 1.292 -1.692 1.795
H 1.961 -0.072 5.358
C -1.709 2.282 -6.335
C -1.148 1.261 -3.802
H 3.026 1.338 1.464
C -2.010 2.352 -3.945
H 0.081 -0.168 -4.847
C -1.037 -3.993 -0.241
H -4.892 -3.127 -0.978
H 0.575 3.980 5.116
H 0.276 -0.450 7.209
C -0.838 -4.233 1.113
H -1.926 2.681 -7.318
Tl 0.437 2.794 -0.156
C -0.374 -2.949 -0.867
H 1.062 -0.246 -3.115
H -1.837 2.277 4.201
H -0.955 3.352 3.175
H 4.223 2.320 2.315
H 1.409 1.476 5.986
C -0.574 0.691 -4.935
C -2.214 -0.470 -1.805
C 0.494 -2.136 -0.146
O -1.459 4.249 0.090
H -2.381 -1.165 -3.833
C -0.850 1.203 -6.197
H 0.149 -3.582 2.903
C -0.031 -0.136 6.208
H -1.368 -5.041 1.603

E in Eh: -5017.3642
Highest occupied orbital energy in eV: -5.200
Charge: -1
Lowest unoccupied orbital energy in eV: 2.310
Multiplicity: 1
Kohn-Sham gap in eV: 7.510

Mulliken atomic charge list, values in e, 8 entries: -0.27, 0.42, 0.30, 0.38, -0.59, -0.93, 0.38, 0.50

Q: Which formula does entry 6 have?
A: C6H8O2